[1]
15
Properties=species:S:1:pos:R:3 method="wB97M-V/def2-TZVPD" gap_ha="0.3022 / 0.3021" molar_mass_g_mol=100.125 de_lowest_kj_mol=326.8 largest_force_ha_per_bohr=0.020 lumo_energy_ha="0.02148 / 0.02147"
N 0.82 0.56 -0.05
C -0.07 -0.45 -0.05
N 2.06 0.30 0.06
N 0.35 1.82 -0.24
C -1.46 -0.22 0.02
C 0.51 -1.83 0.00
N -2.01 0.95 0.00
H 0.94 -2.03 0.98
H 2.63 1.15 0.02
H -0.68 1.86 -0.12
H 0.94 2.55 0.13
H -3.02 0.95 0.11
H -2.05 -1.14 0.10
H 1.32 -1.90 -0.72
H -0.25 -2.57 -0.22

***

[2]
15
Properties=species:S:1:pos:R:3 method="wB97M-V/def2-TZVPD" smiles="[H]/N=C(/C)N.N#CN" gap_ha=0.3501 molar_mass_g_mol=100.125 de_lowest_kj_mol=201.1 largest_force_ha_per_bohr=0.092 lumo_energy_ha=0.02071
H -0.76 1.62 -1.04
N -1.19 0.97 -0.37
C -0.56 -0.18 -0.46
C -1.17 -1.37 0.24
N 0.21 -0.48 -1.61
H -1.97 -1.78 -0.38
H -1.59 -1.06 1.20
H -0.41 -2.14 0.40
H 0.32 -1.46 -1.85
H 0.74 0.29 -2.00
N 2.26 0.08 -0.06
C 1.46 0.49 0.72
N 1.03 1.33 1.67
H 0.03 1.57 1.61
H 1.59 2.13 1.95

***

[3]
15
Properties=species:S:1:pos:R:3 method="wB97M-V/def2-TZVPD" gap_ha="0.2847 / 0.2848" molar_mass_g_mol=100.125 de_lowest_kj_mol=452.4 largest_force_ha_per_bohr=0.115 lumo_energy_ha="0.01189 / 0.01189"
C -2.35 0.42 0.03
C 1.46 1.51 0.26
C -0.28 -0.93 0.36
N -3.22 1.17 0.24
N 0.12 -2.21 0.09
N -1.51 -0.49 -0.25
N 1.08 0.51 -0.69
H 1.08 1.30 1.23
H 2.59 1.65 0.35
H 1.22 2.55 -0.01
H 0.12 -0.32 1.23
H 0.86 -2.54 0.55
H -0.01 -2.55 -0.89
H -1.71 -1.02 -1.10
H 0.55 0.96 -1.40

***

[4]
16
Properties=species:S:1:pos:R:3 method="wB97M-V/def2-TZVPD" gap_ha="0.2835 / 0.2835" molar_mass_g_mol=116.124 de_lowest_kj_mol=627.6 largest_force_ha_per_bohr=0.040 lumo_energy_ha="0.01864 / 0.01863"
C 2.06 0.13 -0.02
N -0.65 -0.74 -1.10
C -0.27 0.61 -0.68
C -1.22 -0.33 0.15
N -0.10 -0.30 1.31
O -0.57 1.70 -1.44
N 0.78 0.75 0.26
N -2.45 -0.37 0.62
H -1.52 1.87 -1.36
H 0.06 -1.47 -1.13
H 0.18 -1.23 1.63
H -0.46 0.30 2.05
H -3.05 -0.91 0.01
H 2.67 0.14 0.88
H 2.54 0.75 -0.78
H 2.00 -0.90 -0.40

***

[5]
16
Properties=species:S:1:pos:R:3 method="wB97M-V/def2-TZVPD" gap_ha=0.3230 molar_mass_g_mol=116.124 de_lowest_kj_mol=1006.0 largest_force_ha_per_bohr=0.181 lumo_energy_ha=0.01291
C -2.34 -0.86 0.20
C 0.32 1.28 -0.17
C 2.70 -1.25 0.05
H -1.85 -2.08 -0.36
H -2.32 -0.69 1.53
H -3.68 -0.66 -0.05
H -1.37 2.01 -0.56
H 0.56 3.08 0.58
H 0.54 -0.62 -0.54
H 1.88 -2.10 0.17
H 3.69 -1.78 0.63
N -1.10 1.13 -0.09
N 1.12 2.27 0.16
N 1.06 0.30 -0.57
N 2.34 0.07 -0.35
O -1.55 -0.09 -0.63

***

[6]
16
Properties=species:S:1:pos:R:3 method="wB97M-V/def2-TZVPD" smiles="[H]/N=C/N=C(/NC)NO" gap_ha=0.3538 molar_mass_g_mol=116.124 de_lowest_kj_mol=649.8 largest_force_ha_per_bohr=0.172 lumo_energy_ha=0.02750
H 3.46 -0.98 0.55
N 2.43 -0.89 0.09
C 2.17 0.27 -0.08
N 0.85 0.76 -0.39
C -0.01 -0.17 -0.33
N -1.24 0.37 -0.56
C -1.35 1.83 0.27
N -0.37 -1.57 -0.21
O -1.69 -1.89 0.22
H 3.12 0.88 -0.02
H -2.00 -0.26 -0.18
H -2.50 1.97 0.23
H -0.78 1.80 1.30
H -0.79 2.72 -0.28
H 0.42 -2.24 -0.22
H -1.73 -2.58 -0.39

***

[7]
16
Properties=species:S:1:pos:R:3 method="wB97M-V/def2-TZVPD" gap_ha=0.3222 molar_mass_g_mol=116.124 de_lowest_kj_mol=595.6 largest_force_ha_per_bohr=0.086 lumo_energy_ha=0.02967
C 0.06 -0.38 -0.27
C 0.77 0.80 0.26
C -1.05 -0.95 0.68
N 2.38 -1.29 -0.16
N 1.11 -1.49 -0.55
N 2.58 -0.14 0.29
N 0.83 2.01 -0.50
O 3.60 0.51 0.37
H -0.42 -0.32 -1.31
H 0.60 0.88 1.33
H -1.40 -1.85 0.31
H -2.02 -0.25 0.66
H -0.94 -0.94 1.81
H 0.84 -2.54 -0.27
H 0.87 2.77 0.11
H 1.50 2.10 -1.30

***

[8]
16
Properties=species:S:1:pos:R:3 method="wB97M-V/def2-TZVPD" gap_ha=0.3444 molar_mass_g_mol=116.124 de_lowest_kj_mol=441.3 largest_force_ha_per_bohr=0.214 lumo_energy_ha=0.01571
H -2.20 -1.43 -1.30
N -1.25 -1.28 -0.81
C -1.36 -0.13 -0.11
C -2.69 0.56 0.00
N -0.38 0.10 0.82
N 0.73 -0.46 1.03
C 1.58 0.10 -0.04
N 1.36 1.43 -0.41
O 2.56 -0.62 -0.33
H -2.58 1.70 0.17
H -3.09 0.14 0.82
H -3.19 0.43 -0.92
H -0.87 0.96 1.34
H 0.88 -1.57 1.30
H 0.36 1.73 -0.83
H 1.80 1.29 -1.43

***

[9]
17
Properties=species:S:1:pos:R:3 method="wB97M-V/def2-TZVPD" gap_ha=0.3315 molar_mass_g_mol=132.123 de_lowest_kj_mol=903.6 largest_force_ha_per_bohr=0.173 lumo_energy_ha=0.00313
C -0.14 0.40 0.36
C -0.39 1.56 1.20
C -0.97 -1.84 -1.72
H 3.14 -0.49 0.59
H 1.55 0.36 1.88
H 0.15 1.48 2.20
H -1.39 1.53 1.27
H 0.98 2.51 0.03
H -0.08 -2.09 0.19
H -0.33 -2.82 -1.89
H -1.99 -0.14 -2.10
N 2.16 0.47 0.75
N 0.92 -0.10 0.03
N -0.83 -1.70 -0.47
N -1.61 -1.13 -2.49
O 0.02 2.45 0.09
O -1.20 -0.44 0.08

***

[10]
18
Properties=species:S:1:pos:R:3 method="wB97M-V/def2-TZVPD" gap_ha="0.3538 / 0.2582" molar_mass_g_mol=148.122 de_lowest_kj_mol=480.5 largest_force_ha_per_bohr=0.038 lumo_energy_ha="0.01279 / -0.02682"
C -0.82 0.63 -0.94
C -0.11 1.87 -0.31
C 1.16 -2.19 -0.42
N 0.72 -2.73 0.57
N -1.06 -0.34 0.04
N 0.47 -2.49 1.82
N 0.03 2.97 -1.22
O -0.19 -3.22 2.55
O 1.27 -1.49 2.36
O 1.54 -1.88 -1.47
H -1.72 0.98 -1.49
H -0.12 0.24 -1.70
H -0.69 2.20 0.56
H 0.88 1.56 0.04
H -1.95 -0.82 -0.11
H -0.87 3.36 -1.48
H 0.51 2.69 -2.07
H 0.95 -1.32 3.27

***

[11]
16
Properties=species:S:1:pos:R:3 method="wB97M-V/def2-TZVPD" gap_ha=0.3143 total_charge=+1 molar_mass_g_mol=114.132 de_lowest_kj_mol=484.6 largest_force_ha_per_bohr=0.068 lumo_energy_ha=-0.14929
C 1.40 1.70 2.36
C 0.33 2.46 2.06
N -0.26 2.51 0.75
N -0.55 1.71 -0.12
N -0.63 0.36 0.07
C -0.71 -0.60 -0.68
N -1.63 -1.46 -0.94
N 0.42 -0.93 -1.98
H 1.63 0.99 1.69
H 2.15 1.90 3.07
H -0.02 3.42 2.48
H -1.34 -2.40 -1.19
H -2.53 -1.29 -0.59
H -0.17 -1.01 -2.77
H 0.82 -1.83 -1.83
H 1.10 -0.26 -1.94

***

[12]
16
Properties=species:S:1:pos:R:3 method="wB97M-V/def2-TZVPD" gap_ha=0.3297 total_charge=+1 molar_mass_g_mol=114.132 de_lowest_kj_mol=301.8 largest_force_ha_per_bohr=0.085 lumo_energy_ha=-0.17277
H 1.55 -1.31 0.29
N 0.73 -0.68 0.18
C 0.31 -0.50 -1.02
N 0.87 -1.06 -2.05
C -0.84 0.41 -1.29
N -1.47 1.08 -0.25
C -0.94 1.24 0.90
N 0.26 0.74 1.45
N 0.39 0.24 2.61
H 0.41 -1.18 -3.02
H 1.62 -1.65 -1.84
H -0.69 1.09 -2.14
H -1.58 -0.27 -1.54
H -1.47 1.87 1.69
H 1.32 0.06 2.90
H -0.45 -0.09 3.13